# 1
Entry from the OMol25 dataset: the molecule C4H9NOS2 in a non-equilibrium geometry (ωB97M-V/def2-TZVPD).

Each line ends with the Löwdin charge.
Positions of all 17 atoms, in Å:
C -1.500 -0.952 0.047  -0.61
C 1.706 1.459 0.430  -0.17
C -0.477 0.224 -0.399  -0.62
C 0.790 0.195 0.434  -0.63
N -1.827 -1.804 -0.910  0.18
O -1.892 -1.069 1.201  0.01
S -1.460 1.713 -0.155  0.76
S 2.152 -1.201 0.153  0.68
H 2.141 1.632 -0.507  0.05
H 2.429 1.365 1.276  0.09
H 0.922 2.226 0.641  0.03
H -0.350 0.035 -1.536  0.13
H 0.499 -0.171 1.501  0.12
H -1.680 -1.703 -1.876  0.09
H -2.282 -2.689 -0.644  0.14
H -2.014 1.419 1.146  -0.03
H 2.844 -0.679 -0.803  -0.21

Calculated values
**F_max**: 4.041 eV Å⁻¹
**2S+1**: 1
**HOMO level**: -8.94 eV
**Frontier orbital gap**: 9.58 eV

# 2
Entry from the OMol25 dataset: a cluster of 14 separate species, C44H94N6O23S3 in total in a non-equilibrium geometry (ωB97M-V/def2-TZVPD).

Each line ends with the Löwdin charge.
Positions of all 170 atoms, in Å:
C 2.225 3.598 1.078  0.03
C 3.659 4.106 1.057  -0.54
O 4.332 4.024 2.096  0.00
N 4.150 4.639 -0.051  0.04
C 5.555 4.991 -0.216  -0.05
H 1.534 4.255 0.549  0.06
H 1.924 3.530 2.123  0.06
H 2.155 2.568 0.727  0.07
H 3.465 4.575 -0.790  0.09
H 6.146 5.051 0.698  0.08
H 5.704 5.920 -0.768  0.08
H 6.015 4.199 -0.807  0.07
C -1.280 -2.699 4.181  0.00
C -1.458 -4.204 4.552  -0.49
O -1.986 -5.059 3.806  0.02
N -1.017 -4.446 5.827  -0.02
C -1.091 -5.752 6.424  -0.07
H -2.237 -2.233 4.420  0.07
H -1.081 -2.515 3.126  0.07
H -0.572 -2.193 4.838  0.06
H -0.556 -3.714 6.348  0.12
H -0.939 -6.549 5.696  0.09
H -2.096 -5.760 6.844  0.09
H -0.387 -5.804 7.254  0.08
C -3.750 0.256 1.594  0.02
C -4.064 0.042 3.082  -0.55
O -3.194 0.101 3.912  0.04
N -5.328 -0.087 3.467  0.01
C -6.443 0.212 2.633  -0.09
H -4.396 0.901 0.999  0.06
H -3.682 -0.731 1.135  0.09
H -2.759 0.708 1.554  0.06
H -5.409 -0.333 4.443  0.15
H -6.398 -0.511 1.819  0.09
H -6.557 1.224 2.246  0.09
H -7.372 0.001 3.163  0.09
C -1.031 5.134 0.972  0.00
C -0.869 6.504 0.338  -0.57
O 0.248 7.011 0.220  0.05
N -1.981 7.047 -0.108  0.00
C -2.132 8.216 -0.956  -0.06
H -2.028 4.893 1.342  0.07
H -0.422 5.129 1.876  0.07
H -0.713 4.272 0.385  0.07
H -2.823 6.761 0.372  0.13
H -1.403 8.247 -1.765  0.09
H -2.024 9.060 -0.274  0.08
H -3.158 8.337 -1.304  0.08
C -4.807 -4.316 -3.612  0.00
C -3.748 -5.280 -3.280  -0.53
O -3.962 -6.513 -3.232  0.00
N -2.498 -4.873 -2.996  0.02
C -1.983 -3.574 -3.127  -0.09
H -5.702 -4.784 -4.023  0.10
H -4.442 -3.653 -4.397  0.05
H -4.998 -3.599 -2.814  0.09
H -1.809 -5.576 -2.773  0.12
H -2.112 -3.175 -4.133  0.08
H -0.912 -3.549 -2.923  0.08
H -2.493 -2.892 -2.447  0.09
C -4.346 -0.936 -5.159  0.01
C -3.013 -0.386 -4.654  -0.57
O -2.837 0.003 -3.507  0.03
N -2.016 -0.507 -5.491  0.02
C -0.658 -0.371 -5.026  -0.05
H -5.008 -0.096 -5.372  0.08
H -4.851 -1.594 -4.453  0.06
H -4.218 -1.471 -6.100  0.08
H -2.241 -0.543 -6.475  0.15
H 0.058 -0.459 -5.843  0.09
H -0.322 -0.881 -4.123  0.07
H -0.608 0.688 -4.773  0.08
C 2.952 -1.602 4.668  -0.21
C 2.377 -2.890 5.257  -0.15
O 1.567 -3.539 4.249  -0.23
S 2.317 -3.285 2.773  0.78
O 1.284 -3.173 1.745  -0.24
O 3.424 -4.218 2.590  -0.23
O 2.818 -1.729 3.304  -0.21
H 3.935 -1.267 5.001  0.14
H 2.299 -0.809 5.032  0.11
H 1.750 -2.771 6.140  0.13
H 3.190 -3.579 5.488  0.13
C -0.538 1.977 3.318  -0.19
C 0.259 0.908 4.183  -0.11
O 1.317 1.791 4.690  -0.24
S 0.747 3.360 4.948  0.74
O 1.859 4.294 4.878  -0.21
O -0.173 3.341 6.110  -0.26
O -0.070 3.256 3.559  -0.23
H -1.589 1.958 3.607  0.10
H -0.563 1.720 2.259  0.11
H 0.726 0.133 3.575  0.10
H -0.330 0.477 4.992  0.12
C -5.380 3.375 -2.689  -0.14
C -4.382 2.822 -1.652  -0.19
O -3.202 3.544 -1.857  -0.22
S -3.157 4.502 -3.230  0.72
O -2.796 3.730 -4.416  -0.24
O -2.505 5.752 -3.038  -0.21
O -4.821 4.648 -3.115  -0.21
H -6.434 3.497 -2.438  0.13
H -5.353 2.704 -3.548  0.12
H -4.120 1.792 -1.893  0.11
H -4.687 2.822 -0.606  0.12
C 4.946 0.470 1.690  -0.16
C 5.799 -0.549 2.394  -0.16
C 7.087 -0.700 1.518  -0.22
O 6.860 0.110 0.439  -0.14
C 5.985 1.186 0.812  -0.16
H 4.532 1.158 2.427  0.11
H 4.119 0.054 1.114  0.09
H 5.288 -1.508 2.479  0.08
H 6.084 -0.259 3.405  0.11
H 7.315 -1.707 1.168  0.12
H 7.948 -0.306 2.057  0.11
H 5.541 1.631 -0.079  0.11
H 6.440 2.017 1.351  0.12
C 3.316 -2.822 -1.960  -0.16
C 3.196 -2.158 -3.335  -0.18
C 3.130 -0.708 -3.020  -0.15
O 3.823 -0.565 -1.687  -0.14
C 4.237 -1.849 -1.239  -0.22
H 3.642 -3.861 -1.927  0.12
H 2.328 -2.815 -1.498  0.09
H 2.245 -2.443 -3.785  0.10
H 3.989 -2.543 -3.977  0.12
H 2.112 -0.318 -3.028  0.09
H 3.672 -0.172 -3.799  0.12
H 4.142 -2.088 -0.180  0.11
H 5.299 -1.939 -1.466  0.12
C -1.069 -0.413 -0.889  -0.20
C -0.485 -1.071 0.318  -0.17
C 0.854 -0.429 0.319  -0.17
O 0.529 0.924 -0.077  -0.15
C -0.552 0.967 -1.001  -0.18
H -2.157 -0.465 -0.861  0.10
H -0.715 -0.972 -1.755  0.10
H -0.540 -2.154 0.208  0.10
H -1.012 -0.930 1.261  0.10
H 1.623 -0.811 -0.351  0.11
H 1.231 -0.397 1.342  0.10
H -0.171 1.062 -2.018  0.10
H -1.276 1.754 -0.791  0.12
C 1.725 2.883 -3.725  -0.17
C 0.314 3.525 -3.736  -0.12
C 0.559 4.768 -2.837  -0.23
O 1.719 4.574 -2.160  -0.12
C 2.357 3.333 -2.478  -0.22
H 2.226 3.350 -4.573  0.12
H 1.890 1.824 -3.928  0.09
H -0.398 2.892 -3.205  0.08
H 0.016 3.843 -4.735  0.11
H -0.163 4.882 -2.029  0.10
H 0.571 5.715 -3.376  0.13
H 2.288 2.507 -1.771  0.11
H 3.439 3.392 -2.599  0.12
C -0.929 -6.920 -0.101  -0.13
C -0.645 -5.412 0.105  -0.16
C 0.515 -5.095 -0.783  -0.25
O 0.327 -5.908 -1.927  -0.15
C -0.171 -7.171 -1.429  -0.18
H -1.999 -7.086 -0.224  0.10
H -0.587 -7.614 0.665  0.11
H -0.528 -5.061 1.130  0.10
H -1.427 -4.894 -0.451  0.10
H 1.489 -5.272 -0.326  0.12
H 0.477 -4.048 -1.085  0.09
H 0.697 -7.773 -1.160  0.11
H -0.772 -7.734 -2.143  0.12

Calculated values
**F_max**: 4.021 eV Å⁻¹
**2S+1**: 1
**HOMO level**: -8.46 eV
**Frontier orbital gap**: 8.31 eV

# 3
Entry from the OMol25 dataset: a cluster of 3 separate species, H6O3 in total in a non-equilibrium geometry (ωB97M-V/def2-TZVPD).

Each line ends with the Löwdin charge.
Positions of all 9 atoms, in Å:
O 2.123 0.514 0.845  0.46
H 1.318 -0.001 0.792  0.05
H 2.614 0.273 0.060  0.16
O -0.194 -0.770 0.976  0.07
H -0.444 -0.324 0.167  0.01
H -0.802 -1.506 1.042  0.11
O -1.278 0.676 -1.011  -0.01
H -1.198 0.058 -1.738  0.07
H -2.139 1.078 -1.131  0.08

Calculated values
**F_max**: 2.961 eV Å⁻¹
**2S+1**: 2
**HOMO level (alpha / beta)**: -16.88 / -16.73 eV
**Frontier orbital gap (alpha / beta)**: 12.73 / 5.00 eV
**Expectation value of S²**: 0.755
**Charge**: +1

| no. | M (g mol⁻¹) |
| --- | --- |
| 1 | 151.26 |
| 2 | 1171.46 |
| 3 | 54.05 |